Entry 1:
Density functional theory data (the ωB97M-V functional and the def2-TZVPD basis) for a cluster of 6 separate species, C45H60IN4 in total.

Positions of all 110 atoms, in Å:
C  -1.697  -1.199  -2.161
C  -0.262  -1.632  -1.610
C  0.503  -2.350  -2.848
C  2.056  -2.470  -2.438
C  2.403  -4.005  -2.049
C  1.831  -4.396  -0.588
C  2.893  -5.393  0.077
C  3.014  -5.226  1.668
C  3.713  -3.868  2.128
C  2.718  -2.657  2.428
C  1.442  -3.031  3.312
C  1.201  -2.091  4.578
C  1.325  -0.526  4.290
C  -0.050  0.234  4.136
N  -1.153  0.045  3.263
C  -2.003  1.152  3.686
N  -3.187  1.509  3.184
I  -4.333  3.107  3.764
N  -1.431  1.903  4.743
N  -0.212  1.338  5.039
H  -2.284  -2.122  -2.455
H  -2.272  -0.663  -1.329
H  -1.574  -0.442  -2.997
H  -0.291  -2.385  -0.762
H  0.362  -0.728  -1.304
H  0.102  -3.395  -3.041
H  0.449  -1.674  -3.771
H  2.246  -1.872  -1.480
H  2.743  -2.111  -3.263
H  3.532  -4.087  -2.118
H  1.960  -4.714  -2.836
H  0.854  -4.949  -0.742
H  1.604  -3.486  0.051
H  3.921  -5.374  -0.425
H  2.480  -6.452  -0.086
H  1.987  -5.413  2.108
H  3.689  -6.089  2.014
H  4.368  -3.532  1.246
H  4.451  -4.009  2.994
H  2.389  -2.122  1.475
H  3.327  -1.876  3.013
H  1.545  -4.097  3.721
H  0.499  -2.996  2.658
H  0.127  -2.279  4.939
H  1.865  -2.407  5.456
H  1.841  -0.066  5.207
H  1.971  -0.247  3.403
H  -3.554  0.933  2.411
H  -1.755  2.729  5.250
H  0.464  1.666  5.742
C  -4.771  9.259  1.135
C  -4.748  9.239  2.526
C  -4.448  8.061  3.201
C  -4.159  6.904  2.484
C  -4.178  6.924  1.093
C  -4.488  8.101  0.419
H  -5.008  10.177  0.610
H  -4.967  10.143  3.084
H  -4.437  8.045  4.285
H  -3.920  5.986  3.009
H  -3.951  6.022  0.534
H  -4.507  8.115  -0.665
C  -2.237  -7.769  -0.075
C  -3.224  -8.159  -0.975
C  -3.887  -7.203  -1.738
C  -3.556  -5.858  -1.608
C  -2.568  -5.469  -0.710
C  -1.911  -6.424  0.059
H  -1.723  -8.514  0.522
H  -3.477  -9.208  -1.082
H  -4.660  -7.506  -2.435
H  -4.070  -5.113  -2.206
H  -2.309  -4.419  -0.610
H  -1.144  -6.119  0.763
C  6.791  -3.793  -5.850
C  5.426  -3.538  -5.774
C  4.571  -4.483  -5.217
C  5.082  -5.679  -4.726
C  6.448  -5.933  -4.798
C  7.302  -4.992  -5.364
H  7.457  -3.057  -6.287
H  5.027  -2.602  -6.151
H  3.506  -4.285  -5.165
H  4.416  -6.414  -4.286
H  6.847  -6.866  -4.414
H  8.366  -5.193  -5.425
C  5.536  1.217  -3.004
C  5.582  1.144  -1.616
C  5.865  -0.067  -0.992
C  6.113  -1.202  -1.758
C  6.070  -1.128  -3.146
C  5.778  0.081  -3.770
H  5.311  2.161  -3.490
H  5.396  2.030  -1.020
H  5.895  -0.126  0.090
H  6.339  -2.145  -1.272
H  6.265  -2.012  -3.742
H  5.740  0.138  -4.852
C  -8.522  13.290  1.053
C  -8.500  13.270  2.443
C  -8.199  12.092  3.118
C  -7.911  10.935  2.402
C  -7.929  10.955  1.011
C  -8.239  12.131  0.336
H  -8.760  14.208  0.527
H  -8.718  14.174  3.001
H  -8.188  12.075  4.202
H  -7.671  10.017  2.928
H  -7.703  10.053  0.452
H  -8.258  12.146  -0.748

Computed properties:
- max |F| (eV/A) = 5.77
- HOMO (eV) = -10.57
- charge = +1
- electronic energy (eV) = -61689.1376
- HOMO-LUMO gap (eV) = 6.152

Löwdin atomic charge list, values in e, 4 entries: -0.138 -0.262 -0.202 -0.202

---

Entry 2:
Density functional theory data (the ωB97M-V functional and the def2-TZVPD basis) for a cluster of 11 separate species, C45H60N6O5 in total.

Positions of all 116 atoms, in Å:
C  -20.743  -1.165  3.781
C  -19.510  -0.601  4.110
C  -18.388  -0.981  3.390
N  -18.414  -1.815  2.341
C  -19.627  -2.205  1.949
C  -20.808  -1.937  2.632
H  -21.597  -0.899  4.390
H  -19.370  -0.007  5.003
H  -17.419  -0.669  3.761
H  -19.662  -2.873  1.095
H  -21.764  -2.337  2.322
C  -18.201  -4.120  5.068
C  -17.720  -4.131  6.358
C  -16.415  -4.559  6.590
N  -15.579  -4.854  5.591
C  -16.042  -4.785  4.333
C  -17.351  -4.475  4.036
H  -19.223  -3.795  4.910
H  -18.382  -3.814  7.154
H  -16.008  -4.528  7.589
H  -15.333  -5.047  3.561
H  -17.734  -4.525  3.025
C  -17.149  -7.056  10.760
C  -18.318  -6.499  10.282
C  -18.296  -5.195  9.804
N  -17.196  -4.435  9.771
C  -16.047  -5.029  10.136
C  -15.992  -6.313  10.653
H  -17.116  -8.068  11.142
H  -19.257  -7.035  10.309
H  -19.162  -4.783  9.300
H  -15.133  -4.456  10.053
H  -15.026  -6.724  10.921
C  -19.128  -6.091  -0.135
C  -20.100  -5.705  -1.033
C  -21.343  -5.359  -0.513
N  -21.609  -5.290  0.794
C  -20.618  -5.569  1.644
C  -19.361  -5.992  1.229
H  -18.164  -6.371  -0.544
H  -19.917  -5.699  -2.098
H  -22.120  -5.022  -1.189
H  -20.826  -5.455  2.702
H  -18.560  -6.229  1.917
C  -21.514  -5.092  6.217
C  -21.964  -3.861  6.668
C  -22.958  -3.251  5.912
N  -23.574  -3.783  4.875
C  -23.156  -5.007  4.491
C  -22.120  -5.686  5.123
H  -20.737  -5.589  6.790
H  -21.552  -3.377  7.542
H  -23.326  -2.288  6.267
H  -23.659  -5.442  3.638
H  -21.728  -6.613  4.723
C  -17.362  -8.264  6.859
C  -18.567  -8.755  7.326
C  -19.662  -8.706  6.468
N  -19.620  -8.183  5.239
C  -18.454  -7.697  4.828
C  -17.285  -7.722  5.583
H  -16.458  -8.260  7.461
H  -18.652  -9.347  8.229
H  -20.596  -9.123  6.824
H  -18.345  -7.281  3.832
H  -16.304  -7.434  5.239
C  -12.227  -6.596  8.751
C  -13.088  -7.724  8.290
C  -13.379  -7.841  6.826
O  -13.579  -8.495  9.090
H  -12.363  -5.676  8.188
H  -11.195  -6.939  8.607
H  -12.356  -6.476  9.824
H  -13.780  -8.815  6.557
H  -12.450  -7.705  6.264
H  -14.056  -7.019  6.568
C  -12.317  -4.639  5.579
C  -11.992  -3.515  4.608
C  -11.249  -2.347  5.203
O  -12.298  -3.575  3.444
H  -13.016  -5.297  5.061
H  -12.917  -4.263  6.409
H  -11.452  -5.213  5.906
H  -11.584  -1.398  4.795
H  -10.170  -2.480  5.079
H  -11.362  -2.324  6.289
C  -15.964  -3.176  -1.878
C  -15.940  -4.311  -0.880
C  -16.035  -3.888  0.559
O  -16.004  -5.488  -1.147
H  -15.215  -3.279  -2.659
H  -15.817  -2.264  -1.300
H  -16.952  -3.045  -2.324
H  -15.771  -4.669  1.274
H  -17.071  -3.628  0.810
H  -15.491  -2.994  0.871
C  -15.177  -1.630  7.030
C  -14.423  -0.341  6.792
C  -14.494  0.698  7.893
O  -13.565  -0.243  5.952
H  -15.420  -1.740  8.088
H  -14.527  -2.447  6.727
H  -16.124  -1.626  6.488
H  -14.325  1.725  7.570
H  -13.745  0.468  8.652
H  -15.466  0.720  8.393
C  -13.803  -7.290  2.969
C  -14.984  -7.558  2.064
C  -14.729  -8.026  0.657
O  -16.101  -7.328  2.463
H  -13.434  -6.276  2.786
H  -12.938  -7.914  2.719
H  -14.036  -7.501  4.009
H  -13.658  -8.037  0.460
H  -15.253  -7.386  -0.052
H  -15.120  -9.040  0.561

Computed properties:
- max |F| (eV/A) = 1.77
- HOMO (eV) = -9.43
- electronic energy (eV) = -66815.0961
- relative energy (zero: lowest compared OMol25 entry of this formula, charge and spin) (kcal/mol) = 0.0
- HOMO-LUMO gap (eV) = 9.827

Löwdin atomic charge list, values in e, 4 entries: -0.076 -0.075 -0.159 0.067

---

Q: The lowest HOMO belongs to which entry?
A: C45H60IN4

---

Q: Look up the electronic energy of the first one.
A: -61689.1376 eV